P:
Computed, not measured: a 2-piece molecular cluster, C10H16 overall, with ωB97M-V/def2-TZVPD.

Results
- HOMO-LUMO gap: 10.00 eV
- Highest occupied orbital energy: -0.33079 Eh
- SMILES string: Cc1ccccc1.CCC
- E_LUMO: 1.001 eV

Each atom is followed by the atoms it is bonded to, with distances in Å.
Atoms and positions in Å:
1 C 1.02 1.47 -0.65  C10 1.465, C19 1.371, C24 1.444
2 C -1.47 -2.79 1.55  H9 1.084, C11 1.613, H20 1.079, H23 1.078
3 H 0.17 -0.98 -2.90  C16 1.047
4 H 2.77 2.72 -0.31  C24 1.156
5 C -1.02 0.64 -2.43  C14 1.376, C16 1.411, H25 1.065
6 H -0.67 0.02 2.52  C12 1.088
7 H -0.32 3.05 -0.14  C19 1.088
8 H 0.64 -1.15 2.60  C12 1.040
9 H -0.90 -3.51 2.14  C2 1.084
10 C 1.17 0.23 -1.40  C1 1.465, C16 1.401, H21 1.038
11 C -0.60 -1.57 0.95  C2 1.613, C12 1.518, H15 1.150, H22 1.097
12 C 0.01 -0.62 1.97  H6 1.088, H8 1.040, C11 1.518, H13 1.142
13 H 0.53 0.10 1.25  C12 1.142
14 C -1.26 1.64 -1.52  C5 1.376, H18 1.008, C19 1.443
15 H -1.38 -1.09 0.25  C11 1.150
16 C 0.19 -0.08 -2.36  H3 1.047, C5 1.411, C10 1.401
17 H 2.99 1.12 0.25  C24 1.159
18 H -2.14 2.12 -1.42  C14 1.008
19 C -0.19 2.11 -0.67  C1 1.371, H7 1.088, C14 1.443
20 H -2.25 -2.50 2.24  C2 1.079
21 H 2.06 -0.29 -1.35  C10 1.038
22 H 0.19 -1.85 0.24  C11 1.097
23 H -1.76 -3.37 0.69  C2 1.078
24 C 2.12 1.89 0.19  C1 1.444, H4 1.156, H17 1.159, H26 1.126
25 H -1.93 0.42 -2.93  C5 1.065
26 H 2.03 2.26 1.25  C24 1.126

Charges computed using Löwdin, reported in e: -0.3401, -0.1042, 0.0821, 0.1048, -0.0917, 0.0736, 0.1127, 0.0468, 0.0486, -0.0296, -0.2941, -0.1115, 0.0572, -0.0683, 0.1113, -0.0733, 0.1021, 0.0598, -0.0355, 0.0573, 0.0829, 0.0840, 0.0500, -0.1111, 0.0931, 0.0932

Q:
Computed, not measured: a 2-piece molecular cluster, C10H16 overall, with ωB97M-V/def2-TZVPD.

Results
- HOMO-LUMO gap: 9.99 eV
- Highest occupied orbital energy: -0.33114 Eh
- SMILES string: Cc1ccccc1.CCC
- E_LUMO: 0.978 eV

Each atom is followed by the atoms it is bonded to, with distances in Å.
Atoms and positions in Å:
1 C -0.97 0.74 1.96  H20 1.070, C25 1.387, C26 1.402
2 C 0.68 -1.73 -1.54  C6 1.550, C16 1.523, H21 1.074, H23 1.111
3 H -3.29 0.42 0.42  C8 1.117
4 H 0.04 -2.87 0.31  C16 1.093
5 H -2.36 0.52 -1.11  C8 1.050
6 C 2.07 -1.41 -2.15  C2 1.550, H10 1.095, H11 1.093, H13 1.125
7 H 1.26 3.11 2.76  C24 1.060
8 C -2.30 0.30 -0.08  H3 1.117, H5 1.050, H22 1.093, C25 1.528
9 H 0.00 -3.86 -1.11  C16 1.112
10 H 2.59 -1.99 -2.91  C6 1.095
11 H 2.78 -1.29 -1.32  C6 1.093
12 H -0.94 2.34 -0.90  C14 1.082
13 H 1.86 -0.58 -2.88  C6 1.125
14 C -0.51 2.18 0.07  H12 1.082, C19 1.380, C25 1.411
15 H 0.52 4.02 0.45  C19 1.098
16 C 0.50 -2.97 -0.68  C2 1.523, H4 1.093, H9 1.112, H18 1.104
17 H 0.07 1.35 3.73  C26 1.086
18 H 1.50 -3.31 -0.35  C16 1.104
19 C 0.31 3.00 0.82  C14 1.380, H15 1.098, C24 1.391
20 H -1.65 0.09 2.47  C1 1.070
21 H 0.41 -0.85 -0.99  C2 1.074
22 H -1.97 -0.74 0.00  C8 1.093
23 H -0.08 -1.57 -2.34  C2 1.111
24 C 0.68 2.55 2.08  H7 1.060, C19 1.391, C26 1.394
25 C -1.20 1.08 0.64  C1 1.387, C8 1.528, C14 1.411
26 C 0.01 1.47 2.66  C1 1.402, H17 1.086, C24 1.394

Charges computed using Löwdin, reported in e: -0.0614, -0.3202, 0.0980, 0.0564, 0.0497, -0.1239, 0.0860, -0.0484, 0.0734, 0.0576, 0.0694, 0.1035, 0.0793, -0.0587, 0.1106, -0.1219, 0.0998, 0.0673, -0.0857, 0.1046, 0.0633, 0.0684, 0.1029, -0.0986, -0.2871, -0.0841

R:
Computed, not measured: a 2-piece molecular cluster, C10H16 overall, with ωB97M-V/def2-TZVPD.

Results
- HOMO-LUMO gap: 10.02 eV
- Highest occupied orbital energy: -0.33066 Eh
- SMILES string: Cc1ccccc1.CCC
- E_LUMO: 1.025 eV

Each atom is followed by the atoms it is bonded to, with distances in Å.
Atoms and positions in Å:
1 C 1.89 -1.58 -1.94  H8 1.092, H10 1.094, C22 1.518, H24 1.090
2 H -0.56 -1.37 -2.64  C13 1.085
3 H 2.56 0.78 -0.78  C21 1.081
4 H -1.45 -1.52 2.78  C19 1.091
5 H 1.06 2.68 -0.30  C6 1.081
6 C 0.66 1.80 -0.78  H5 1.081, C16 1.392, C21 1.402
7 H -1.31 2.58 -1.09  C16 1.085
8 H 1.61 -2.40 -1.28  C1 1.092
9 H -2.54 0.85 2.51  C15 1.106
10 H 1.81 -1.91 -2.98  C1 1.094
11 H 0.32 0.40 3.29  C25 1.104
12 H -1.15 1.33 1.57  C15 1.085
13 C -0.31 -0.41 -2.21  H2 1.085, C22 1.392, C23 1.397
14 H -2.19 0.45 -2.21  C23 1.084
15 C -1.81 0.49 1.76  H9 1.106, H12 1.085, H18 1.092, C19 1.488
16 C -0.65 1.73 -1.26  C6 1.392, H7 1.085, C23 1.367
17 H -0.91 -1.28 1.18  C19 1.104
18 H -2.54 0.36 0.96  C15 1.092
19 C -1.06 -0.74 2.14  H4 1.091, C15 1.488, H17 1.104, C25 1.549
20 H 1.08 -0.18 1.82  C25 1.086
21 C 1.53 0.74 -1.09  H3 1.081, C6 1.402, C22 1.403
22 C 1.02 -0.34 -1.82  C1 1.518, C13 1.392, C21 1.403
23 C -1.18 0.63 -1.87  C13 1.397, H14 1.084, C16 1.367
24 H 2.93 -1.39 -1.65  C1 1.090
25 C 0.40 -0.47 2.61  H11 1.104, C19 1.549, H20 1.086, H26 1.089
26 H 0.79 -1.24 3.28  C25 1.089

Charges computed using Löwdin, reported in e: -0.0601, 0.1114, 0.1044, 0.0987, 0.1016, -0.0831, 0.1043, 0.0785, 0.0738, 0.0782, 0.0698, 0.0603, -0.0541, 0.1059, -0.1397, -0.1275, 0.0908, 0.0651, -0.3137, 0.0528, -0.0547, -0.2843, -0.0933, 0.0702, -0.1168, 0.0616

S:
Computed, not measured: a 2-piece molecular cluster, C10H16 overall, with ωB97M-V/def2-TZVPD.

Results
- HOMO-LUMO gap: 9.93 eV
- Highest occupied orbital energy: -0.32736 Eh
- SMILES string: CCc1ccccc1.CC
- E_LUMO: 1.025 eV

Each atom is followed by the atoms it is bonded to, with distances in Å.
Atoms and positions in Å:
1 H 2.26 0.88 1.80  C5 1.092
2 C -0.38 -2.11 0.94  C7 1.377, C10 1.396, H13 1.084
3 C -0.30 -0.23 -3.04  C8 1.507, H9 1.101, H11 1.077, H19 1.094
4 H 0.89 1.15 0.68  C5 1.107
5 C 1.82 1.59 1.10  H1 1.092, H4 1.107, H25 1.102, C26 1.523
6 C -0.78 -0.21 -0.54  C8 1.508, C10 1.405, C20 1.413
7 C -0.98 -1.49 2.01  C2 1.377, C17 1.410, H23 1.076
8 C -0.74 0.56 -1.84  C3 1.507, C6 1.508, H12 1.105, H22 1.106
9 H -0.07 0.36 -3.94  C3 1.101
10 C -0.29 -1.51 -0.33  C2 1.396, C6 1.405, H21 1.085
11 H 0.70 -0.59 -2.88  C3 1.077
12 H -1.77 0.96 -1.92  C8 1.105
13 H -0.27 -3.18 1.03  C2 1.084
14 H 2.56 2.86 -0.60  C26 1.090
15 H -1.60 1.51 0.56  C20 1.091
16 H -1.56 0.41 2.72  C17 1.077
17 C -1.29 -0.13 1.82  C7 1.410, H16 1.077, C20 1.385
18 H 2.75 1.14 -0.73  C26 1.094
19 H -0.98 -1.06 -3.25  C3 1.094
20 C -1.14 0.52 0.61  C6 1.413, H15 1.091, C17 1.385
21 H 0.38 -1.96 -1.04  C10 1.085
22 H -0.22 1.51 -1.60  C8 1.106
23 H -1.21 -1.93 2.96  C7 1.076
24 H 3.81 2.10 0.30  C26 1.082
25 H 1.64 2.52 1.67  C5 1.102
26 C 2.79 1.96 -0.02  C5 1.523, H14 1.090, H18 1.094, H24 1.082

Charges computed using Löwdin, reported in e: 0.0705, -0.0996, -0.1078, 0.0268, -0.1548, -0.2434, -0.0848, -0.2212, 0.0767, -0.0398, 0.0591, 0.1187, 0.0999, 0.0594, 0.1241, 0.0976, -0.0921, 0.0565, 0.0872, -0.1029, 0.1044, 0.1168, 0.0968, 0.0551, 0.0717, -0.1752

R (0.170 eV below the next structure)